[1]
This record from OMol25 describes a 7-piece molecular cluster, C22H61N6O9 overall at a distorted geometry. The level of theory is wB97M-V/def2-TZVPD.

Values from the calculation:
**Highest occupied orbital energy (alpha / beta)**: 2.98 / -3.39 eV
**2S+1**: 2
**Orbital gap (alpha / beta)**: 1.2218 / 7.5154 eV
**Net charge**: -2

Each line ends with the Mulliken charge.
Cartesian coordinates (Å):
N 0.401436 0.066688 0.267698  0.7845
O 0.676621 1.206110 0.703512  -0.6619
O 0.918691 -0.313656 -0.763569  -0.5393
O -0.549576 -0.535150 0.739426  -0.6127
C 2.598967 -3.064720 -4.770747  -1.8947
C 1.635064 -2.218810 -3.959435  2.0551
C 0.440150 -1.683098 -4.911565  -1.0155
O 0.931703 -0.752303 -5.878517  -0.1693
C -0.055034 0.168313 -6.280004  -0.9969
N 1.006460 -2.999765 -2.860036  -0.9240
H 3.442691 -3.474594 -4.215556  0.3827
H 2.997137 -2.554012 -5.647526  0.3283
H 2.145741 -4.019693 -5.036645  0.4247
H 2.167582 -1.361013 -3.548689  -0.3836
H -0.323338 -1.229625 -4.279458  0.3946
H 0.011790 -2.525700 -5.454360  0.3884
H -0.454069 0.834127 -5.514779  0.2623
H -0.891334 -0.432049 -6.638152  0.3855
H 0.277574 0.764599 -7.129658  0.2721
H 1.713537 -3.387464 -2.251899  0.2628
H 0.724566 -2.357959 -2.132902  0.2422
C -1.759328 3.127609 3.739415  -1.5093
C -0.394427 3.598227 3.394295  0.6554
C 0.602793 2.507735 3.833226  -0.7283
O 1.973866 3.014641 3.645883  -0.2723
C 2.470473 3.552960 4.850509  -0.8330
N -0.341713 3.852804 1.947518  -0.5461
H -2.560430 3.685506 3.254569  0.3843
H -1.999833 3.336490 4.781829  0.6141
H -1.893282 2.053139 3.614180  0.1205
H -0.222101 4.568003 3.861145  0.3652
H 0.447852 1.602995 3.245393  -0.0153
H 0.397756 2.311241 4.885579  0.4802
H 2.692463 2.664747 5.442041  0.2896
H 1.777428 4.221864 5.360760  0.2838
H 3.387430 4.096442 4.622662  0.2595
H -1.012089 3.153513 1.661718  0.2963
H -0.847656 4.726411 1.917004  0.3566
C 2.693526 1.911683 -4.243217  -1.5410
C 2.194870 2.582048 -2.981716  0.3898
C 0.648482 2.607040 -2.947053  -0.3727
O 0.182646 3.056103 -1.692805  -0.2265
C -1.259490 3.234960 -1.790162  -0.8717
N 2.777532 1.845451 -1.898518  -0.4858
H 3.765738 1.795705 -4.401379  0.4054
H 2.273041 2.386469 -5.129710  0.4340
H 2.305335 0.898629 -4.348714  0.3050
H 2.466545 3.637625 -2.989128  0.2436
H 0.342507 1.574609 -3.116052  0.0451
H 0.291491 3.238855 -3.760358  0.5384
H -1.707005 3.465704 -0.823423  0.1774
H -1.819432 2.342427 -2.069353  0.1704
H -1.620594 4.006399 -2.470293  0.4074
H 3.694104 1.633001 -2.265746  0.3246
H 2.329274 0.942106 -1.842502  0.0123
C -5.525203 -2.470435 2.696769  -2.3065
C -5.422544 -1.919755 4.127109  -0.2270
C -4.179929 -1.132205 4.328757  -0.5343
O -3.023309 -1.951887 4.009307  -0.0217
C -1.814891 -1.164972 3.925920  -0.1425
N -6.616272 -1.129334 4.260331  -1.0645
H -5.830333 -1.633975 2.068017  -0.1490
H -6.202667 -3.301383 2.500127  0.9572
H -4.542324 -2.772717 2.335288  0.7408
H -5.580387 -2.785639 4.770113  0.2956
H -3.920414 -0.805560 5.335760  0.3736
H -4.250576 -0.247548 3.695913  -0.2774
H -1.936675 -0.368561 3.191758  -0.2465
H -0.973140 -1.810828 3.676058  0.2824
H -1.560779 -0.701693 4.879285  0.3768
H -6.553272 -0.436131 3.528493  0.5943
H -7.426319 -1.660631 3.974614  0.8035
C 5.915857 -2.451632 -0.360576  -1.4279
C 4.490212 -2.773797 -0.826421  1.3246
C 3.754051 -3.751248 0.122325  -1.2588
O 2.369468 -3.897067 -0.231195  -0.2563
C 1.513381 -3.355043 0.693987  -1.0296
N 3.803134 -1.494119 -0.698145  -0.5083
H 6.682302 -3.186264 -0.607527  0.3960
H 5.917089 -2.395063 0.727952  0.3523
H 6.241413 -1.443153 -0.615681  0.3744
H 4.452800 -3.123075 -1.858262  -0.1820
H 3.923416 -3.400249 1.140273  0.4678
H 4.198135 -4.745094 0.065897  0.3869
H 1.462117 -4.046483 1.535052  0.3664
H 0.493597 -3.287048 0.315147  0.2931
H 1.786353 -2.386511 1.112926  0.4144
H 4.174744 -1.035975 -1.517974  0.2029
H 2.805731 -1.544574 -0.848933  -0.0375
C -3.591660 0.171584 -0.234697  -1.2396
C -3.655113 1.392790 0.681750  -1.5146
O -2.373251 1.853866 0.937209  0.9550
H -3.034185 0.182041 -1.171286  0.2368
H -4.598847 -0.039155 -0.594225  0.7543
H -3.338010 -0.711616 0.351579  0.0952
H -4.088126 1.139412 1.649432  -0.2382
H -4.203210 2.195674 0.188724  0.6330
H -1.836493 1.061688 1.014316  -0.1574

Atoms 1-3, force components in eV/Å:
-0.886 3.972 0.203
0.497 -0.714 0.595
1.771 -1.844 -2.260

=====

[2]
This record from OMol25 describes a 9-piece molecular cluster, C22H62N16O10 overall at a distorted geometry. The level of theory is wB97M-V/def2-TZVPD.

Values from the calculation:
**Highest occupied orbital energy**: -8.38 eV
**Orbital gap**: 8.4716 eV
**Net charge**: 0

Each line ends with the Mulliken charge.
Cartesian coordinates (Å):
C 4.396626 2.170993 -0.003138  -0.6282
O 4.488943 2.024102 1.404439  -0.4651
C 3.607750 1.029483 1.938148  0.4495
C 4.127142 0.554607 3.290915  -0.7209
N 3.035335 0.347337 4.243556  -0.0756
C 2.952965 1.528142 5.128507  -0.6034
C 1.664074 1.404498 5.953790  -0.7059
O 0.561874 1.261772 5.053272  -0.2122
C 0.039245 2.482167 4.574748  -0.4380
H 5.398842 2.430928 -0.343436  0.3203
H 3.736154 2.998454 -0.284675  0.2718
H 4.011491 1.262966 -0.470383  0.1984
H 3.542633 0.199813 1.227116  -0.0384
H 2.645209 1.549502 2.013560  0.3116
H 4.906044 1.250400 3.610828  0.3686
H 4.731277 -0.339436 3.128222  -0.2598
H 2.123167 0.388651 3.796442  0.0584
H 2.970619 2.451282 4.538033  0.3000
H 3.839231 1.442206 5.760768  0.4608
H 1.598021 2.256825 6.635479  0.4183
H 1.621570 0.479712 6.527047  0.3357
H -0.677022 2.238731 3.790527  -0.1338
H 0.744541 3.234613 4.209365  0.3111
H -0.532731 2.963083 5.378534  0.3278
C -1.052145 2.938155 -7.054664  -1.8121
C -1.487353 3.016094 -5.571823  1.7090
C -2.958104 3.500258 -5.497526  -1.0572
C -4.094045 2.457043 -5.588282  -0.8343
C -3.681210 1.219999 -4.789327  -1.4903
C -2.290237 0.672992 -5.050246  1.8857
N -1.324608 1.752946 -4.845995  0.2287
O -0.027560 1.219976 -5.061677  -0.4351
C -2.099535 -0.454871 -4.022840  -2.1075
C -2.273538 0.058674 -6.483305  -1.5883
C -0.644197 4.099161 -4.870630  -2.0200
H -1.776154 2.395855 -7.663485  0.3961
H -0.129572 2.359254 -7.076704  0.3193
H -0.944482 3.933926 -7.482011  0.4646
H -3.197285 4.028679 -4.573902  0.4335
H -3.090614 4.141386 -6.371384  0.3921
H -4.332777 2.145959 -6.608228  0.3338
H -5.032409 2.825927 -5.175608  0.4157
H -4.395226 0.390053 -4.893836  0.4505
H -3.899903 1.358210 -3.722092  0.4544
H -2.674976 -1.344855 -4.280747  0.4309
H -1.055588 -0.753464 -3.907896  0.5033
H -2.482557 -0.205611 -3.028782  0.2734
H -1.285360 0.166054 -6.922520  0.2798
H -2.573543 -0.986874 -6.421067  0.4231
H -3.046122 0.524740 -7.093893  0.3112
H -1.021487 5.021278 -5.323638  0.4759
H 0.419685 4.045275 -5.106735  0.3749
H -0.775453 4.182133 -3.793170  0.3963
H 0.454542 1.357574 -4.237784  0.2798
C -2.670975 -2.265095 4.229285  0.4284
O -3.703747 -1.875205 4.796689  -0.7528
N -2.289448 -3.559984 4.134358  -0.1927
N -1.884371 -1.374907 3.586844  0.4980
H -2.522230 -4.151911 4.912217  0.2983
H -1.393080 -3.606257 3.663744  -0.0056
H -1.336396 -1.592376 2.759841  0.0807
H -2.041340 -0.392451 3.729799  -0.0747
C 2.934918 0.603882 -3.232218  0.8827
O 1.802957 0.273157 -2.875335  -0.7545
N 3.409775 1.864312 -3.107465  -0.4467
N 3.808172 -0.267085 -3.818764  -0.5371
H 2.744808 2.462702 -2.645297  0.2330
H 4.257259 2.150636 -3.555816  0.1574
H 3.426501 -1.199564 -3.771115  0.2590
H 4.790170 -0.073167 -3.851199  0.1853
C 1.072006 -3.432476 4.585077  0.4974
O 1.288564 -4.213264 5.513461  -0.7526
N 0.678615 -3.867795 3.362742  -0.1213
N 1.544627 -2.162536 4.557726  0.0873
H 0.166161 -4.728369 3.276841  0.2789
H 0.524383 -3.141303 2.671922  -0.1459
H 2.336176 -1.976631 5.147256  0.1992
H 1.337866 -1.506816 3.830207  -0.0445
C -3.804938 -2.903144 0.589650  0.6932
O -3.844902 -1.841914 -0.042607  -0.6997
N -4.886687 -3.539041 1.127697  -0.4567
N -2.623607 -3.563663 0.748801  -0.3018
H -4.865004 -4.538161 1.190423  0.1941
H -5.727050 -2.988321 1.126815  0.2295
H -1.783270 -2.978648 0.750688  -0.2480
H -2.717243 -4.354356 1.363371  0.2479
C -3.008329 1.742301 2.469196  0.3418
O -2.607150 2.889923 2.304119  -0.6886
N -2.757442 0.735497 1.613043  -0.0083
N -3.715803 1.314350 3.573916  -0.2710
H -3.125346 -0.189280 1.731104  0.0978
H -2.259130 1.044541 0.795250  0.1178
H -3.962111 2.004740 4.260311  0.2104
H -4.169794 0.417276 3.616376  0.1759
C 4.092185 -3.545522 1.882367  0.7599
O 3.382928 -3.156904 0.974662  -0.6180
N 3.962811 -4.796985 2.464889  -0.4271
N 5.193895 -2.941131 2.441005  -0.4169
H 3.151738 -5.306551 2.160403  0.2176
H 4.491786 -5.111933 3.252546  0.1577
H 5.677644 -3.476173 3.134111  0.1575
H 5.327760 -1.949477 2.400658  0.2371
C -0.132032 -1.379939 0.133154  0.7521
O -0.385123 -1.980069 1.210151  -0.6972
N 1.081699 -0.951202 -0.224376  0.1137
N -1.129127 -0.934793 -0.656263  -0.0002
H 1.953208 -1.225454 0.198643  0.0046
H 1.121829 -0.262991 -0.961495  -0.0688
H -0.901900 -0.574569 -1.569544  -0.0042
H -2.074037 -1.302650 -0.541696  0.2024

Atoms 1-3, force components in eV/Å:
0.046 0.331 0.516
0.320 -0.576 -0.217
0.364 1.134 -0.450

=====

no.,DFT total energy (a.u.)
1,-1880.16369
2,-2504.13525